Molecular formula: C22H24FN2O9
Method: DFT, wB97M-V/def2-TZVPD

Each line ends with the natural charge from an NBO analysis.
CARTESIAN COORDINATES (ANGSTROEM)
O1 2.82 6.23 -1.99  -0.6508
O2 -2.63 -3.67 2.36  -0.5311
O3 -3.86 3.94 -0.88  -0.7061
O4 1.06 1.27 -2.64  -0.6319
O5 -2.76 3.63 1.02  -0.8131
F1 2.60 -9.85 2.21  -0.3314
O6 -0.64 2.44 1.76  -0.7138
O7 -3.29 1.42 2.15  -0.7530
O8 -3.70 -1.11 2.26  -0.6501
O9 -0.82 -5.52 1.55  -0.4795
C1 2.40 5.11 -1.75  0.6792
C2 -1.55 -3.18 2.01  0.5474
C3 -2.84 4.02 -0.17  0.7954
C4 0.94 2.45 -2.95  0.6615
C5 2.31 -7.48 2.04  -0.2537
C6 0.41 -8.95 1.86  -0.2636
C7 1.48 -6.37 1.87  -0.2921
C8 -0.43 -7.84 1.69  -0.2403
C9 0.17 0.20 1.72  -0.2897
C10 -0.04 -1.18 1.78  -0.1790
C11 1.78 -8.78 2.04  0.3507
C12 0.09 -6.54 1.71  0.3099
C13 -0.89 1.09 1.84  0.2889
C14 -2.18 0.60 2.03  0.1937
C15 -2.39 -0.78 2.09  0.3187
C16 -1.33 -1.71 1.96  -0.2688
N1 1.24 2.79 -4.22  -0.6179
N2 1.13 4.80 -2.00  -0.6174
C17 3.33 4.06 -1.18  -0.7168
C18 -0.39 -4.15 1.74  -0.1583
C19 1.13 4.09 -4.88  -0.4116
C20 -1.55 4.56 -0.81  -0.5171
C21 -1.02 3.60 -1.89  -0.3900
C22 0.51 3.47 -1.88  -0.1301
H1 -1.49 2.93 1.57  0.5064
H2 -3.16 2.32 1.71  0.5246
H3 -4.15 -0.24 2.28  0.5024
H4 3.38 -7.35 2.17  0.2218
H5 -0.01 -9.95 1.85  0.2240
H6 1.93 -5.39 1.86  0.2235
H7 -1.50 -7.97 1.56  0.2326
H8 1.17 0.61 1.57  0.2152
H9 0.83 -1.81 1.68  0.2011
H10 1.52 2.01 -4.79  0.4030
H11 0.55 5.56 -2.32  0.4062
H12 4.29 4.52 -0.97  0.2380
H13 2.91 3.67 -0.25  0.2330
H14 3.45 3.25 -1.89  0.2303
H15 0.29 -4.08 2.60  0.1948
H16 0.14 -3.83 0.84  0.1920
H17 1.17 3.96 -5.96  0.2049
H18 0.18 4.57 -4.62  0.1983
H19 1.95 4.74 -4.57  0.2050
H20 -1.73 5.54 -1.26  0.2091
H21 -0.80 4.68 -0.03  0.2105
H22 -1.44 2.61 -1.72  0.2441
H23 -1.36 3.95 -2.87  0.1982
H24 0.77 3.04 -0.91  0.2425

Properties
F_max = 0.049 hartree/bohr
LUMO = 2.42 eV
molar mass = 479.4 g/mol
HOMO energy = -0.2056 Ha
total charge = -1


Molecular formula: C22H24N2O4
Method: DFT, wB97M-V/def2-TZVPD

Each line ends with the natural charge from an NBO analysis.
CARTESIAN COORDINATES (ANGSTROEM)
C1 -5.18 -0.25 6.77  -0.7174
C2 -4.58 -0.16 5.39  0.5778
O1 -5.25 -0.33 4.39  -0.5404
C3 -3.13 0.15 5.30  -0.1586
C4 -2.30 0.29 6.41  -0.1986
C5 -0.96 0.58 6.24  -0.1982
C6 -0.42 0.74 4.98  -0.2464
C7 -1.24 0.60 3.85  0.2326
N1 -0.76 0.75 2.55  -0.6393
C8 0.51 0.97 2.12  0.6739
O2 1.49 1.10 2.81  -0.6048
C9 0.56 1.07 0.59  -0.3205
N2 -0.44 0.21 -0.03  -0.4534
C10 -0.13 -1.20 0.09  -0.2197
C11 1.14 -1.63 -0.66  -0.4512
C12 1.25 -0.96 -2.00  -0.0249
C13 2.21 -1.38 -2.90  -0.2205
C14 2.37 -0.78 -4.14  0.2340
C15 1.57 0.32 -4.47  0.2324
C16 0.59 0.72 -3.58  -0.2250
C17 0.41 0.09 -2.36  -0.0524
C18 -0.69 0.54 -1.42  -0.2309
O3 1.69 1.06 -5.63  -0.5071
C19 3.00 1.21 -6.13  -0.0651
C20 3.44 0.03 -7.01  -0.4530
C21 3.04 -1.29 -6.35  -0.0649
O4 3.33 -1.32 -4.97  -0.5067
C22 -2.58 0.31 4.03  -0.2102
H1 -5.03 0.68 7.31  0.2307
H2 -6.25 -0.45 6.68  0.2384
H3 -4.71 -1.06 7.32  0.2314
H4 -2.69 0.18 7.41  0.2128
H5 -0.32 0.69 7.10  0.2163
H6 0.63 0.97 4.85  0.2574
H7 -1.44 0.62 1.81  0.4263
H8 0.33 2.11 0.34  0.2247
H9 1.59 0.87 0.27  0.2072
H10 -1.00 -1.75 -0.31  0.2004
H11 -0.04 -1.46 1.15  0.2083
H12 2.02 -1.37 -0.06  0.2167
H13 1.14 -2.71 -0.78  0.2251
H14 2.86 -2.21 -2.66  0.2215
H15 -0.03 1.56 -3.86  0.2201
H16 -1.63 0.05 -1.71  0.2071
H17 -0.85 1.62 -1.51  0.2071
H18 2.99 2.13 -6.71  0.1970
H19 3.70 1.32 -5.29  0.1801
H20 4.52 0.08 -7.14  0.2120
H21 2.96 0.09 -7.99  0.2117
H22 3.60 -2.12 -6.79  0.1971
H23 1.97 -1.47 -6.51  0.1796
H24 -3.23 0.19 3.18  0.2296

Properties
relative energy (zero: lowest compared OMol25 entry of this formula, charge and spin) = 46.0 kcal/mol
F_max = 0.013 hartree/bohr
LUMO = 0.38 eV
SMILES string = CC(=O)c1cccc(NC(=O)CN2CCc3cc4c(cc3C2)OCCCO4)c1
molar mass = 380.4 g/mol
HOMO energy = -0.3059 Ha